(1)
9 unconnected molecules or ions with the total composition C20H60Br4N5O5 at a distorted geometry. Source: the OMol25 dataset; level of theory: ωB97M-V/def2-TZVPD.

Geometry (Å):
C: 1.254 1.561 -1.443
C: 0.036 1.060 -2.379
C: -1.281 0.954 -1.595
O: -1.271 0.068 -0.480
C: -1.685 -1.240 -0.965
N: -0.059 2.266 -3.357
H: -0.913 2.008 -3.830
H: -0.091 3.205 -2.987
H: 0.673 2.227 -4.052
H: 1.454 0.714 -0.786
H: 1.076 2.392 -0.760
H: 2.156 1.811 -2.001
H: 0.237 0.179 -2.990
H: -2.126 0.844 -2.275
H: -1.351 1.905 -1.065
H: -1.139 -1.645 -1.817
H: -2.754 -1.234 -1.178
H: -1.690 -1.870 -0.076
C: -3.366 6.417 2.943
C: -2.928 5.310 1.931
C: -4.039 4.344 1.615
O: -3.442 3.316 0.874
C: -4.093 2.044 1.002
N: -2.396 6.018 0.656
H: -3.083 6.582 0.176
H: -1.649 6.684 0.788
H: -2.143 5.365 -0.072
H: -4.066 7.119 2.490
H: -2.519 7.009 3.291
H: -3.848 5.988 3.821
H: -2.109 4.729 2.355
H: -4.829 4.860 1.072
H: -4.516 3.978 2.524
H: -3.927 1.548 1.958
H: -3.829 1.382 0.178
H: -5.176 2.164 1.044
C: -3.414 -1.337 2.291
C: -2.991 -2.479 3.316
C: -2.035 -2.047 4.446
O: -1.429 -3.188 5.055
C: -0.701 -2.881 6.254
N: -4.213 -3.036 4.094
H: -3.983 -3.966 4.416
H: -4.432 -2.368 4.818
H: -4.997 -3.142 3.466
H: -2.500 -0.955 1.836
H: -3.994 -0.568 2.801
H: -4.009 -1.897 1.570
H: -2.652 -3.358 2.766
H: -2.510 -1.368 5.154
H: -1.164 -1.529 4.046
H: -1.282 -2.615 7.137
H: 0.057 -2.116 6.085
H: -0.201 -3.823 6.481
C: 6.960 3.655 -2.035
C: 6.148 2.599 -2.717
C: 5.702 1.523 -1.743
O: 4.578 0.759 -2.240
C: 4.355 -0.509 -1.697
N: 5.004 3.337 -3.450
H: 5.305 3.923 -4.215
H: 4.328 2.774 -3.946
H: 4.515 3.996 -2.861
H: 6.478 4.341 -1.339
H: 7.474 4.324 -2.725
H: 7.827 3.231 -1.528
H: 6.766 2.142 -3.489
H: 5.451 1.936 -0.765
H: 6.564 0.860 -1.669
H: 4.732 -1.309 -2.334
H: 3.279 -0.658 -1.781
H: 4.774 -0.549 -0.691
C: -0.736 -6.861 -0.361
C: -0.195 -5.467 -0.746
C: 1.072 -5.008 -0.003
O: 2.261 -5.706 -0.383
C: 3.428 -5.071 0.153
N: 0.073 -5.522 -2.269
H: 0.231 -6.445 -2.647
H: -0.781 -5.190 -2.694
H: 0.784 -4.942 -2.691
H: -1.623 -7.141 -0.931
H: -1.027 -6.772 0.685
H: -0.088 -7.733 -0.448
H: -0.980 -4.736 -0.555
H: 1.028 -5.002 1.086
H: 1.149 -3.934 -0.174
H: 3.543 -4.039 -0.177
H: 4.204 -5.583 -0.418
H: 3.536 -5.246 1.223
Br: 0.803 -2.535 -4.008
Br: -2.530 1.881 -5.602
Br: 2.716 1.669 -5.548
Br: -1.221 5.622 -2.909

Properties
Charge: +1
Electronic energy: -319559.49427 eV
HOMO energy: -6.73 eV
Gap between HOMO and LUMO: 0.10490 Eh


(2)
C2H2ClN3 in the gas phase at a distorted geometry. Source: the OMol25 dataset; level of theory: ωB97M-V/def2-TZVPD.

Geometry (Å):
C: -0.483 1.233 -0.477
C: -0.687 -0.129 -0.002
N: -0.102 2.251 -0.854
N: 1.417 -0.866 -0.142
N: 0.575 -0.563 0.661
Cl: -2.005 0.027 1.307
H: -1.132 -0.882 -0.794
H: 2.417 -1.071 0.300

Properties
Charge: 0
Electronic energy: -19094.04911 eV
2S+1: 3
HOMO energy (alpha / beta): -7.87 / -11.63 eV
Gap between HOMO and LUMO (alpha / beta): 0.30598 / 0.33961 Eh
ΔE to the lowest compared entry with this formula, charge and spin: 0.000 eV